No. 1
Density functional theory data (ωB97M-V/def2-TZVPD) for a molecular structure, C44H42N6P2PdS2Se2Te.

ORCA input file:
```
! RIJCOSX wB97M-V def2-TZVPD def2/J DEFGRID3
* xyz -2 1
Pd 0.5012 -0.8172 -0.5355
Se -5.9163 -3.6190 0.5804
P -5.4030 -1.7079 1.3395
C -6.6651 -0.5508 0.6862
C -6.4689 0.0191 -0.5707
C -7.4616 0.7993 -1.1444
C -8.6627 1.0097 -0.4730
C -8.8677 0.4281 0.7691
C -7.8732 -0.3579 1.3442
C -5.6265 -1.6436 3.1634
C -5.5724 -0.4317 3.8557
C -5.7203 -0.4161 5.2358
C -5.9124 -1.6028 5.9358
C -5.9696 -2.8067 5.2494
C -5.8310 -2.8260 3.8640
C -3.8706 -0.8107 1.0074
C -2.5045 -0.9195 0.6247
N -2.0192 0.3316 0.7200
N -2.9604 1.1492 1.1437
N -4.0909 0.4907 1.3219
P -1.4091 -2.3094 -0.0034
Se 0.6543 -3.1231 0.3386
C -1.9788 -2.6404 -1.7334
C -3.3412 -2.7525 -1.9911
C -3.8077 -2.9324 -3.2903
C -2.9057 -3.0254 -4.3393
C -1.5413 -2.9484 -4.0818
C -1.0800 -2.7469 -2.7874
C -2.2509 -3.6767 0.9331
C -2.4763 -3.5227 2.2991
C -2.8748 -4.6049 3.0763
C -3.0565 -5.8513 2.4951
C -2.8224 -6.0138 1.1340
C -2.4070 -4.9382 0.3635
H -5.5312 -0.1411 -1.0906
H -7.2977 1.2427 -2.1194
H -9.4387 1.6190 -0.9235
H -9.8052 0.5791 1.2919
H -8.0382 -0.8247 2.3077
H -5.3918 0.4820 3.3029
H -5.6734 0.5262 5.7685
H -6.0170 -1.5865 7.0148
H -6.1172 -3.7350 5.7894
H -5.8801 -3.7569 3.3108
H -4.0491 -2.7062 -1.1760
H -4.8745 -3.0005 -3.4723
H -3.2626 -3.1576 -5.3546
H -0.8301 -3.0308 -4.8953
H -0.0254 -2.6604 -2.5926
H -2.3102 -2.5582 2.7662
H -3.0382 -4.4668 4.1391
H -3.3670 -6.6953 3.1012
H -2.9575 -6.9860 0.6724
H -2.2050 -5.0747 -0.6916
S -0.6730 0.5642 -2.1826
C 0.6076 1.2176 -1.2205
N 0.2890 1.8758 -0.0203
C 1.0966 2.7778 0.5858
C 2.2688 3.1695 0.0351
C 2.6290 2.6103 -1.2456
C 1.8467 1.6904 -1.8382
H -0.5820 1.5417 0.4014
H 0.7330 3.1693 1.5290
H 2.8980 3.8926 0.5352
H 3.5505 2.9216 -1.7266
H 2.0831 1.2825 -2.8091
C 8.4451 1.4940 -3.0000
C 7.1719 0.9706 -2.3788
C 6.9132 1.1182 -1.0241
C 5.7604 0.5928 -0.4328
C 5.5377 0.8335 1.0359
C 4.8220 -0.1212 -1.1979
Te 3.1996 -1.2818 -0.3106
C 5.0629 -0.2324 -2.5846
C 4.1150 -0.9823 -3.4953
C 6.2201 0.3089 -3.1464
H 9.1502 1.8165 -2.2309
H 8.2524 2.3474 -3.6570
H 8.9313 0.7229 -3.6025
H 7.6314 1.6509 -0.4029
H 6.4011 1.3293 1.4912
H 5.3378 -0.1009 1.5646
H 4.6592 1.4711 1.1595
H 4.2738 -2.0599 -3.4007
H 4.2729 -0.6921 -4.5379
H 3.0769 -0.8045 -3.2221
H 6.3899 0.1919 -4.2149
C -0.3270 1.9558 4.8134
N 0.9605 1.6465 4.2310
C 2.1117 2.4259 4.3152
C 3.0198 1.8836 3.4870
N 2.4297 0.7820 2.8963
C 1.1521 0.6174 3.3352
S 0.0769 -0.5815 2.9116
H -0.1795 2.4759 5.7597
H -0.8613 1.0219 4.9722
H -0.9278 2.5695 4.1407
H 2.1816 3.2757 4.9725
H 4.0317 2.1840 3.2864
H 2.7749 0.2227 2.1209
*
```

## Properties
E_LUMO = 4.0 eV
E_tot = -8708.39145 Eh
orbital gap = 5.18 eV

Here are the Mulliken charges for atoms 1 to 5, given in e:
1 Pd 0.257
2 Se -0.455
3 P 1.269
4 C 0.496
5 C -0.402


No. 2
Density functional theory data (ωB97M-V/def2-TZVPD) for a molecular structure, C44H44MoN6O3P.

ORCA input file:
```
! RIJCOSX wB97M-V def2-TZVPD def2/J DEFGRID3
* xyz 3 3
Mo 0.1795 -0.8291 0.3816
C -2.5497 4.7117 1.9324
O -2.3792 3.9017 0.7692
C -2.3383 4.5518 -0.4280
C -2.4853 5.9252 -0.5857
C -2.4539 6.4845 -1.8567
C -2.2682 5.6974 -2.9835
C -2.1003 4.3322 -2.8300
C -2.1308 3.7644 -1.5663
N -2.0141 2.3407 -1.4285
C -1.0609 1.7311 -0.7281
N -0.0255 2.4427 -0.2625
C 0.8485 2.0983 0.8021
C 1.1131 0.8062 1.2560
C 1.9497 0.6472 2.3679
C 2.5436 1.7416 2.9637
C 2.3119 3.0294 2.4886
C 1.4569 3.2146 1.4178
O 1.1208 4.4116 0.8845
C 1.7428 5.5914 1.4177
N -1.1176 0.4166 -0.4837
C -2.0194 -0.4688 -1.1625
C -3.0377 -1.1113 -0.4550
C -3.8807 -2.0076 -1.0910
C -3.7160 -2.2450 -2.4467
C -2.7153 -1.6106 -3.1754
C -1.8522 -0.7287 -2.5402
O -0.8508 -0.0524 -3.1634
C -0.7458 -0.1724 -4.5964
H -2.5178 4.0323 2.7803
H -3.5121 5.2232 1.9133
H -1.7402 5.4379 2.0205
H -2.6501 6.5639 0.2689
H -2.5856 7.5525 -1.9606
H -2.2552 6.1406 -3.9681
H -1.9488 3.6941 -3.6915
H -2.7027 1.7547 -1.8788
H -0.0686 3.4417 -0.4389
H 2.1307 -0.3378 2.7738
H 3.1969 1.6029 3.8146
H 2.7863 3.8742 2.9642
H 1.3559 6.4163 0.8291
H 2.8254 5.5323 1.3095
H 1.4723 5.7184 2.4663
H -3.1770 -0.8748 0.5909
H -4.6719 -2.4949 -0.5401
H -4.3821 -2.9253 -2.9598
H -2.6247 -1.8069 -4.2336
H 0.0656 0.4865 -4.8880
H -1.6733 0.1507 -5.0666
H -0.5129 -1.2000 -4.8747
N 1.4382 -0.1315 -1.3670
C 2.5911 -0.8600 -1.8853
C 3.5637 -0.2438 -2.6504
C 4.5782 -1.0252 -3.1905
C 4.6127 -2.4015 -2.9824
C 3.6404 -3.0094 -2.2043
C 2.6372 -2.2224 -1.6413
P 1.4444 -2.8156 -0.4723
C 0.9546 -4.4962 -0.7760
C 1.5375 -5.5517 -0.0742
C 1.1937 -6.8533 -0.4058
C 0.2780 -7.0956 -1.4211
C -0.3079 -6.0416 -2.1144
C 0.0268 -4.7384 -1.7930
C 2.1675 -2.6263 1.1610
C 3.5066 -2.2830 1.4069
C 3.9744 -2.2723 2.7041
C 3.1174 -2.5718 3.7680
C 1.7910 -2.8951 3.5398
C 1.3223 -2.9426 2.2297
H 1.7071 0.8229 -1.1343
H 0.7416 -0.0519 -2.1203
H 3.5302 0.8218 -2.8394
H 5.3436 -0.5573 -3.7945
H 5.4035 -2.9940 -3.4201
H 3.6647 -4.0772 -2.0250
H 2.2538 -5.3714 0.7177
H 1.6432 -7.6803 0.1259
H 0.0174 -8.1139 -1.6751
H -1.0229 -6.2391 -2.9004
H -0.4335 -3.9179 -2.3335
H 4.1680 -2.0402 0.5849
H 5.0115 -2.0383 2.9004
H 3.5007 -2.5663 4.7798
H 1.1382 -3.1470 4.3641
H 0.3309 -3.3325 2.0286
C -3.2030 0.9455 4.4894
N -2.5079 -0.0302 3.6373
C -2.6418 -1.3966 3.6975
C -1.8097 -1.9057 2.7578
N -1.1630 -0.8595 2.1126
C -1.6245 0.2508 2.6808
H -3.9371 0.4098 5.0833
H -3.7118 1.6731 3.8625
H -2.4868 1.4282 5.1494
H -3.3080 -1.8728 4.3947
H -1.6729 -2.9370 2.4912
H -1.3346 1.2573 2.4242
*
```

## Properties
E_LUMO (spin up / spin down) = -9.3 / -8.9 eV
E_tot = -2666.07174 Eh
orbital gap (spin up / spin down) = 6.02 / 6.42 eV

Here are the Mulliken charges for atoms 1 to 5, given in e:
1 Mo -0.841
2 C -1.006
3 O -0.174
4 C 0.941
5 C -0.780


No. 3
Density functional theory data (ωB97M-V/def2-TZVPD) for a molecular structure, C44H44MoN6O3P.

ORCA input file:
```
! RIJCOSX wB97M-V def2-TZVPD def2/J DEFGRID3
* xyz 3 3
Mo -0.1895 -0.5746 0.2998
C -1.8577 2.9140 -4.8930
O -0.8607 2.8640 -3.8681
C -0.2646 4.0315 -3.5275
C -0.6045 5.2831 -4.0269
C 0.0829 6.4087 -3.5899
C 1.1024 6.3155 -2.6542
C 1.4408 5.0717 -2.1472
C 0.7650 3.9435 -2.5828
N 1.1313 2.6439 -2.0877
C 0.3280 1.9192 -1.3169
N -0.7380 2.5025 -0.7596
C -1.8353 1.9028 -0.1003
C -1.8507 0.6232 0.4579
C -3.0264 0.1654 1.0774
C -4.1416 0.9748 1.1421
C -4.1231 2.2571 0.5949
C -2.9802 2.7258 -0.0277
O -2.8392 3.9378 -0.5975
C -3.9430 4.8559 -0.5404
N 0.5704 0.6198 -1.0777
C 1.7405 -0.0588 -1.5526
C 1.6442 -0.9364 -2.6346
C 2.7574 -1.6265 -3.0750
C 3.9760 -1.4234 -2.4371
C 4.0973 -0.5458 -1.3676
C 2.9798 0.1464 -0.9120
O 2.9919 1.0451 0.1019
C 4.2518 1.3099 0.7471
H -2.1712 1.8876 -5.0541
H -1.4432 3.3156 -5.8176
H -2.7122 3.5129 -4.5752
H -1.3873 5.3895 -4.7631
H -0.1857 7.3746 -3.9963
H 1.6320 7.1997 -2.3299
H 2.2386 4.9636 -1.4228
H 1.9074 2.1591 -2.5176
H -0.9099 3.4642 -1.0444
H -3.0594 -0.8251 1.5168
H -5.0425 0.6200 1.6255
H -5.0043 2.8789 0.6557
H -3.6001 5.7566 -1.0370
H -4.1987 5.0794 0.4950
H -4.8048 4.4464 -1.0667
H 0.6841 -1.0477 -3.1226
H 2.6860 -2.2975 -3.9195
H 4.8582 -1.9453 -2.7847
H 5.0631 -0.4004 -0.9066
H 4.0457 2.0636 1.5004
H 4.9738 1.6984 0.0303
H 4.6329 0.4058 1.2228
N 0.6648 0.9271 1.8050
C 1.4462 0.5280 2.9756
C 1.9838 1.4745 3.8306
C 2.7493 1.0525 4.9104
C 2.9830 -0.3001 5.1326
C 2.4338 -1.2457 4.2824
C 1.6559 -0.8249 3.2051
P 0.8026 -1.9273 2.0952
C 1.6827 -3.4371 1.7575
C 1.4568 -4.5891 2.5131
C 2.1957 -5.7321 2.2475
C 3.1491 -5.7254 1.2370
C 3.3735 -4.5781 0.4838
C 2.6421 -3.4309 0.7409
C -0.8511 -2.2402 2.7215
C -1.3779 -1.4789 3.7728
C -2.6701 -1.7111 4.2092
C -3.4444 -2.6949 3.6030
C -2.9313 -3.4513 2.5554
C -1.6389 -3.2269 2.1100
H -0.0867 1.5511 2.0945
H 1.2877 1.4652 1.1982
H 1.8142 2.5312 3.6600
H 3.1714 1.7875 5.5827
H 3.5878 -0.6134 5.9724
H 2.6053 -2.3018 4.4520
H 0.7143 -4.5975 3.3018
H 2.0321 -6.6273 2.8319
H 3.7232 -6.6202 1.0362
H 4.1199 -4.5808 -0.2994
H 2.8243 -2.5342 0.1550
H -0.7702 -0.7302 4.2662
H -3.0710 -1.1386 5.0348
H -4.4481 -2.8840 3.9606
H -3.5310 -4.2308 2.1046
H -1.2275 -3.8359 1.3129
C -3.8191 -3.6099 -2.7146
N -2.5521 -3.2176 -2.0815
C -1.3922 -3.9601 -2.0658
C -0.4796 -3.2401 -1.3716
N -1.0737 -2.0546 -0.9587
C -2.3293 -2.0911 -1.4092
H -3.6184 -4.4205 -3.4081
H -4.2264 -2.7650 -3.2624
H -4.5230 -3.9460 -1.9578
H -1.3251 -4.9190 -2.5505
H 0.5456 -3.4819 -1.1454
H -3.0663 -1.3188 -1.2601
*
```

## Properties
E_LUMO (spin up / spin down) = -9.2 / -8.7 eV
E_tot = -2666.08788 Eh
orbital gap (spin up / spin down) = 5.97 / 6.44 eV

Here are the Mulliken charges for atoms 1 to 5, given in e:
1 Mo -1.144
2 C -1.011
3 O -0.213
4 C 1.220
5 C -0.665


No. 4
Density functional theory data (ωB97M-V/def2-TZVPD) for a molecular structure, C44H45N15OPb.

ORCA input file:
```
! RIJCOSX wB97M-V def2-TZVPD def2/J DEFGRID3
* xyz 0 1
Pb 0.3680 0.5028 -0.1941
C -1.6128 1.7338 4.4290
C -0.8055 1.5523 3.3163
N -1.3016 1.5487 2.0871
C -2.6148 1.7269 1.9571
C -3.3984 2.0030 3.0761
N -2.9088 1.9927 4.3101
C -3.2398 1.5612 0.6021
C -4.6046 1.3154 0.5051
C -5.1731 1.0870 -0.7369
C -4.3434 1.1307 -1.8466
C -2.9864 1.3729 -1.6728
N -2.4431 1.5713 -0.4685
C -2.0645 1.3763 -2.8667
C -2.5190 1.0465 -4.1409
N -1.7431 1.1379 -5.2163
C -0.4934 1.5262 -5.0150
C -0.0075 1.7815 -3.7397
N -0.7887 1.7060 -2.6739
C -6.6183 0.7803 -0.8764
C -7.3731 1.3372 -1.8983
C -8.7187 1.0187 -1.9856
N -9.3383 0.1941 -1.1444
C -8.6028 -0.3453 -0.1743
C -7.2536 -0.0835 0.0043
H -1.2053 1.6742 5.4301
H 0.2656 1.4162 3.4174
H -4.4439 2.2634 2.9814
H -5.2262 1.2769 1.3869
H -4.7561 0.9338 -2.8234
H -3.5210 0.6794 -4.3127
H 0.1447 1.6199 -5.8849
H 1.0346 2.0234 -3.5714
H -6.9312 2.0261 -2.6067
H -9.3287 1.4500 -2.7705
H -9.1150 -1.0300 0.4908
H -6.7052 -0.5754 0.7972
C 2.7522 3.5354 -0.3062
C 3.2423 3.2934 1.1247
C 2.0708 3.1882 2.1002
C 4.2713 2.1692 1.1636
C 5.6029 2.5669 1.1123
C 6.6419 1.6518 1.1626
C 6.3361 0.3052 1.2109
C 5.0189 -0.1606 1.2147
C 4.8903 -1.6885 1.1121
C 4.9828 -2.4088 2.4642
C 3.7416 -2.2497 0.2668
C 3.9750 0.7928 1.2450
N 2.6291 0.3634 1.3455
C 2.3384 -0.3536 2.3813
C 1.1641 -1.1286 2.5199
C 0.9179 -2.0797 3.5165
C -0.1985 -2.7939 3.1022
C -0.5950 -2.2402 1.8657
N 0.2221 -1.2393 1.5174
C -1.7452 -2.7510 1.0149
C -2.9297 -3.0744 1.9434
C -1.3042 -4.0397 0.3051
C -2.2985 -1.6801 0.0649
H 2.0900 4.4027 -0.3453
H 2.2036 2.6719 -0.6861
H 3.5909 3.7124 -0.9822
H 3.8004 4.1839 1.4264
H 1.3401 2.4450 1.7925
H 1.5567 4.1506 2.1523
H 2.4110 2.9319 3.1059
H 5.8240 3.6274 1.0671
H 7.6715 1.9857 1.1582
H 7.1368 -0.4267 1.2233
H 5.8031 -1.9653 0.5767
H 4.0368 -2.3773 3.0032
H 5.7583 -1.9750 3.0983
H 5.2249 -3.4613 2.3054
H 2.8150 -2.3663 0.8262
H 4.0235 -3.2409 -0.0932
H 3.5233 -1.6291 -0.6022
H 3.0595 -0.4305 3.1987
H 1.5150 -2.2428 4.4013
H -0.6608 -3.6229 3.6129
H -2.6534 -3.8320 2.6749
H -3.7661 -3.4608 1.3577
H -3.2613 -2.1878 2.4906
H -0.9903 -4.7613 1.0609
H -0.4670 -3.8539 -0.3669
H -2.1215 -4.4691 -0.2752
H -2.1901 -0.7030 0.5439
H -3.3604 -1.8588 -0.1123
H -2.1657 -0.6609 -1.6615
O -0.3674 -1.3332 -1.3484
N -1.7300 -1.5232 -1.3152
C -2.1575 -2.5750 -2.2745
C -1.1940 -3.1912 -3.0771
N -0.4204 -3.7254 -3.7522
C -3.5387 -2.6593 -2.4197
N -4.7016 -2.6624 -2.4213
N 5.6721 0.5236 -2.1301
C 5.2414 0.2641 -3.3734
N 6.1502 0.2113 -4.3688
N 3.9839 0.0719 -3.6942
C 3.0975 0.1133 -2.7342
N 2.2736 0.1568 -1.9234
H 6.6261 0.7750 -1.9430
H 5.0117 0.6611 -1.3772
H 7.1298 0.1345 -4.1650
H 5.8217 -0.1389 -5.2524
*
```

## Properties
E_LUMO = -1.0 eV
E_tot = -2793.08305 Eh
orbital gap = 5.76 eV

Here are the Mulliken charges for atoms 1 to 5, given in e:
1 Pb 2.639
2 C -0.783
3 C -0.159
4 N 0.343
5 C -0.019